# C4H8O2

2 unconnected molecules or ions with the total composition C4H8O2 at a distorted geometry (wB97M-V/def2-TZVPD, the OMol25 dataset).

## Properties
Maximum force   2.21 eV Å⁻¹
Net charge   0
Frontier orbital gap   9.30 eV
Energy relative to the best compared isomer or geometry (same formula, charge and spin)   114.09 kcal/mol

Each atom is followed by the atoms it is bonded to, with distances in Å.
Geometry (Å):
1 H 1.64258 0.62670 0.42877  C10 1.113
2 O -0.51360 -1.13269 -2.54519  C5 1.391, H9 0.975
3 C -0.16862 -0.21272 -0.37001  C5 1.517, C10 1.479, O11 1.214
4 H 0.64554 0.57928 2.03469  C13 1.130
5 C 0.35642 -0.35724 -1.78558  O2 1.391, C3 1.517, H7 1.101, H14 1.103
6 H -0.67006 -0.75396 2.38522  C13 1.091
7 H 0.48066 0.64827 -2.21740  C5 1.101
8 H -1.23923 0.93852 2.36953  C13 1.093
9 H -1.19291 -1.43525 -1.91456  O2 0.975
10 C 0.53897 0.69470 0.55933  H1 1.113, C3 1.479, H12 1.094
11 O -1.16564 -0.82894 -0.05256  C3 1.214
12 H 0.28436 1.74436 0.38816  C10 1.094
13 C -0.36333 0.29099 2.45418  H4 1.130, H6 1.091, H8 1.093
14 H 1.36487 -0.80203 -1.73455  C5 1.103